Entry from the OMol25 dataset: 2 unconnected molecules or ions with the total composition C4H13N2OPS (ωB97M-V/def2-TZVPD).

**Energy relative to the best compared isomer or geometry (same formula, charge and spin)**: 54.8 kcal per mole
**E_HOMO**: -9.473 eV
**Net charge**: 0
**LUMO energy**: 0.40 eV
**F_max**: 5.96 eV/Å

```
22
Properties=species:S:1:pos:R:3:forces:R:3
C 1.451 0.103 -2.486 -0.85 0.14 0.58
C 0.561 1.319 2.108 0.15 0.73 -1.30
C -0.410 -0.808 2.280 1.72 -1.52 2.37
C 0.571 -0.949 -1.617 2.90 2.61 1.64
N -2.586 -0.361 0.328 0.97 1.99 -0.47
N -0.463 0.442 1.677 -1.51 1.26 -1.75
O -0.070 -1.773 -2.419 -3.75 -1.40 -4.42
P -1.534 0.826 0.450 0.46 -0.78 0.77
S -1.006 2.519 -0.380 -1.07 -1.07 0.05
H 0.824 0.544 -3.335 0.79 -1.27 0.70
H 1.774 1.059 -2.026 -0.18 -0.78 0.60
H 2.362 -0.437 -2.770 -0.38 0.29 -0.63
H 0.275 1.715 3.040 0.29 0.44 1.60
H 1.492 0.771 2.076 0.42 0.15 0.40
H 0.589 2.137 1.409 0.43 0.40 -0.05
H 0.694 -1.144 2.360 -1.65 0.59 0.30
H -0.950 -0.910 3.267 0.71 0.25 -0.85
H -0.813 -1.459 1.605 -1.41 -2.24 -1.37
H -0.111 -0.379 -0.940 0.57 -0.44 -0.26
H 1.200 -1.707 -1.027 -0.37 1.77 -0.24
H -0.628 -1.291 -3.131 1.44 -1.05 1.89
H -3.223 -0.216 -0.469 0.32 -0.07 0.46
```
Forces are in eV/Å.

Atom charges from the natural (NBO) analysis, given in e for atoms 1 to 6:
1. C -0.66
2. C -0.41
3. C -0.40
4. C -0.01
5. N -1.18
6. N -0.75



Entry from the OMol25 dataset: 2 unconnected molecules or ions with the total composition C4H13N2OS (ωB97M-V/def2-TZVPD).

**Energy relative to the best compared isomer or geometry (same formula, charge and spin)**: 20.5 kcal per mole
**E_HOMO**: -2.704 eV
**Net charge**: -1
**LUMO energy**: 3.48 eV
**F_max**: 2.38 eV/Å

```
21
Properties=species:S:1:pos:R:3:forces:R:3
C -1.094 1.420 1.240 -0.12 -0.49 0.08
N -0.357 0.170 0.957 0.91 1.12 -0.70
C 0.162 0.072 -0.458 0.88 -0.48 0.57
C 0.918 1.296 -0.967 -0.46 0.74 0.89
S 1.260 1.312 -2.736 0.25 -0.05 -0.01
C 1.085 -1.169 -0.454 -1.11 -0.50 -2.04
N 0.939 -1.949 -1.727 0.21 -0.35 0.87
H -2.098 1.176 1.595 0.00 0.12 0.11
H -0.569 2.030 1.977 -0.13 -0.01 0.15
H -1.183 2.030 0.357 -0.22 0.23 -0.33
H 0.517 0.268 1.466 -0.04 -0.30 0.28
H -0.657 -0.133 -1.148 -0.30 0.12 0.14
H 1.757 1.521 -0.285 0.60 -0.76 -0.30
H 0.337 2.161 -0.663 -0.58 0.37 -0.58
H 0.740 -1.847 0.325 0.54 0.15 0.53
H 2.135 -0.885 -0.458 0.04 0.06 0.83
H 1.717 -1.714 -2.323 -0.28 0.30 -0.33
H 0.090 -1.642 -2.177 0.18 0.07 -0.37
H -1.732 -1.011 2.498 0.11 -0.06 -0.35
H -1.754 -1.500 1.069 0.25 0.29 0.23
O -2.211 -1.606 1.911 -0.70 -0.57 0.36
```
Forces are in eV/Å.

Atom charges from the natural (NBO) analysis, given in e for atoms 1 to 6:
1. C -0.43
2. N -0.67
3. C -0.08
4. C -0.55
5. S -0.69
6. C -0.23



Entry from the OMol25 dataset: 2 unconnected molecules or ions with the total composition C4H13N2S (ωB97M-V/def2-TZVPD).

**Energy relative to the best compared isomer or geometry (same formula, charge and spin)**: 19.2 kcal per mole
**Multiplicity**: 2
**E_HOMO (spin up / spin down)**: -8.682 / -8.652 eV
**Net charge**: 0
**LUMO energy (spin up / spin down)**: 0.88 / -2.19 eV
**F_max**: 3.26 eV/Å

```
20
Properties=species:S:1:pos:R:3:forces:R:3
C -0.218 -2.868 0.761 0.34 0.62 -0.23
C 0.609 -1.938 1.715 0.11 -0.67 -1.09
S -0.283 -0.364 2.007 0.44 -1.13 0.35
H -0.322 -2.362 -0.247 -0.15 -0.58 1.18
H -1.183 -3.004 1.257 -0.07 -0.19 -0.53
H 0.269 -3.856 0.576 -0.24 0.79 0.35
H 1.585 -1.792 1.237 -0.15 0.46 0.24
H 0.830 -2.470 2.653 -0.41 0.41 0.01
C -1.558 1.612 -0.538 0.45 1.33 0.23
N -0.489 2.225 -1.306 0.48 0.45 -0.64
C 0.707 1.366 -1.391 0.76 0.72 -1.38
N 1.522 1.346 -0.214 -1.04 -3.04 0.52
H -2.430 2.278 -0.463 0.24 -0.13 -0.24
H -1.854 0.694 -1.037 -0.23 -0.70 0.69
H -1.146 1.587 0.491 -0.61 -0.84 -0.53
H -0.794 2.526 -2.234 0.14 -0.29 0.38
H 1.375 1.745 -2.250 -1.21 -0.43 1.04
H 0.444 0.317 -1.633 0.01 0.22 0.07
H 1.827 2.230 0.071 0.20 1.32 0.72
H 1.110 0.728 0.546 0.93 1.69 -1.14
```
Forces are in eV/Å.

Atom charges from the natural (NBO) analysis, given in e for atoms 1 to 6:
1. C -0.62
2. C -0.58
3. S 0.12
4. H 0.21
5. H 0.22
6. H 0.22



Question: Among the records above, which one has the lowest F_max?
Answer: C4H13N2OS



Question: Look up the energy relative to the best compared isomer or geometry (same formula, charge and spin) of the second one.
Answer: 20.5 kcal per mole



Question: The lowest energy relative to the best compared isomer or geometry (same formula, charge and spin) belongs to which entry?
Answer: C4H13N2S